i | {"formula": "C4H3I", "method": "ωB97M-V with the def2-TZVPD basis set", "homo_lumo_gap_ha": [0.250, 0.247], "total_charge": 0, "multiplicity": 1, "elements": ["C", "C", "C", "C", "I", "H", "H", "H"], "positions_angstrom": [[0.30863, 1.15955, 0.24840], [0.17833, 0.31185, -0.84735], [-0.61769, 0.22388, 1.10670], [-0.01223, -0.69475, 0.05850], [1.33024, 0.14171, -3.58397], [-0.21132, -0.06211, 2.13228], [-1.66825, 0.56019, 0.83821], [0.69229, -1.64031, 0.04723]], "lowdin_charge": [0.03, -0.26, -0.16, -0.13, 0.11, 0.12, 0.13, 0.15]}

ii | {"formula": "C4H3I", "method": "ωB97M-V with the def2-TZVPD basis set", "homo_lumo_gap_ha": [0.227, 0.228], "total_charge": 0, "multiplicity": 1, "elements": ["C", "C", "C", "C", "I", "H", "H", "H"], "positions_angstrom": [[1.57218, 1.28999, 0.07640], [2.47210, 0.47995, 0.02806], [-1.84338, -0.69675, 0.11197], [-1.04489, 0.30724, -0.08334], [4.33065, -0.39581, -0.03406], [-2.89396, -0.64351, -0.17394], [-1.52754, -1.63854, 0.53945], [-1.06514, 1.29742, -0.46454]], "lowdin_charge": [-0.15, -0.91, -0.02, 0.15, 0.75, 0.09, 0.07, 0.02]}

Most stable structure: i

i | {"formula": "C8H8", "method": "ωB97M-V with the def2-TZVPD basis set", "smiles": "C#C/C(C=C)=C/C=C", "homo_lumo_gap_ha": 0.323, "total_charge": 0, "multiplicity": 1, "elements": ["C", "C", "C", "C", "C", "C", "C", "C", "H", "H", "H", "H", "H", "H", "H", "H"], "positions_angstrom": [[-3.41428, -0.75733, -0.16801], [-2.20487, -0.58734, -0.00847], [-0.78544, -0.23217, 0.11299], [-0.56573, 1.17069, 0.54753], [-0.02637, 2.07590, -0.30422], [0.15347, -1.20695, 0.01254], [1.60058, -1.26532, 0.09961], [2.50891, -0.30378, -0.06330], [-4.48259, -0.81942, -0.08375], [-0.90419, 1.50442, 1.53593], [0.19609, 1.66283, -1.32805], [0.32062, 3.08393, 0.02508], [-0.27458, -2.15801, -0.24045], [2.02994, -2.32276, 0.23468], [3.62181, -0.53138, 0.03332], [2.22664, 0.68669, -0.40542]], "lowdin_charge": [0.12, -0.09, -0.27, -0.15, 0.00, -0.07, -0.18, 0.01, 0.02, 0.11, 0.09, 0.07, 0.10, 0.12, 0.08, 0.03]}

ii | {"formula": "C8H8", "method": "ωB97M-V with the def2-TZVPD basis set", "smiles": "c1ccccc1.C#C", "homo_lumo_gap_ha": 0.370, "total_charge": 0, "multiplicity": 1, "elements": ["C", "C", "C", "C", "C", "C", "H", "H", "H", "H", "H", "H", "C", "C", "H", "H"], "positions_angstrom": [[0.12273, 1.79687, -0.64712], [-0.58006, 0.64425, -0.65702], [0.07591, -0.51580, -0.28538], [1.35280, -0.40962, 0.19357], [2.11856, 0.74483, 0.11610], [1.50140, 1.89119, -0.40709], [-0.48968, 2.72025, -0.88391], [-1.52966, 0.49993, -1.04179], [-0.39643, -1.43012, -0.30282], [1.98054, -1.23392, 0.50219], [3.22464, 0.61581, 0.37791], [2.03495, 2.73428, -0.84689], [-2.59946, -2.48024, 0.59640], [-2.01075, -1.58474, 1.20870], [-3.05927, -3.32439, 0.27367], [-1.74622, -0.66858, 1.80348]], "lowdin_charge": [-0.12, -0.11, -0.13, -0.11, -0.10, -0.09, 0.12, 0.09, 0.04, 0.10, 0.13, 0.10, 0.03, -0.02, -0.02, 0.08]}

iii | {"formula": "C8H8", "method": "ωB97M-V with the def2-TZVPD basis set", "smiles": "C=c1ccc(=C)cc1", "homo_lumo_gap_ha": 0.257, "total_charge": 0, "multiplicity": 1, "elements": ["C", "C", "C", "C", "C", "C", "C", "C", "H", "H", "H", "H", "H", "H", "H", "H"], "positions_angstrom": [[2.77767, -0.02725, 0.13191], [1.40065, 0.14629, -0.17029], [0.71054, 1.32678, -0.12485], [-0.63558, 1.23061, -0.14564], [-1.38075, 0.05988, 0.05563], [-2.77546, 0.00659, 0.09277], [-0.64238, -1.18711, 0.00285], [0.68453, -1.19095, -0.20859], [3.57276, 0.77964, 0.17821], [3.07662, -1.20143, 0.31481], [1.21421, 2.26237, 0.33668], [-1.23110, 2.15715, -0.13905], [-3.43198, -0.93906, -0.03709], [-3.50201, 0.80878, -0.06210], [-1.16958, -2.10752, 0.06787], [1.33186, -2.12475, -0.29313]], "lowdin_charge": [0.06, -0.34, -0.09, -0.07, -0.32, 0.07, -0.07, -0.04, 0.07, 0.10, 0.16, 0.12, 0.09, 0.05, 0.10, 0.12]}

Most stable structure: iii

i | {"formula": "C22H32N2O4", "method": "ωB97M-V with the def2-TZVPD basis set", "smiles": "CCN(CC)CCCNC(=O)c1oc2ccc3c(c2c1C)[C@@H](O)CC(C)(C)O3", "homo_lumo_gap_ha": 0.322, "total_charge": 0, "multiplicity": 1, "elements": ["C", "C", "N", "C", "C", "C", "C", "C", "N", "C", "O", "C", "O", "C", "C", "C", "C", "C", "C", "C", "C", "C", "O", "C", "C", "C", "C", "O", "H", "H", "H", "H", "H", "H", "H", "H", "H", "H", "H", "H", "H", "H", "H", "H", "H", "H", "H", "H", "H", "H", "H", "H", "H", "H", "H", "H", "H", "H", "H", "H"], "positions_angstrom": [[-0.80734, -1.01003, 5.21216], [0.20431, -2.10383, 5.57786], [1.59993, -1.80472, 5.31703], [2.13861, -0.73896, 6.14733], [3.60589, -0.99068, 6.48797], [1.93296, -1.63274, 3.91384], [1.73338, -2.91934, 3.11059], [2.47521, -2.88380, 1.77229], [1.95687, -1.87308, 0.88428], [1.22764, -2.17108, -0.21652], [1.01219, -3.31201, -0.58710], [0.73279, -0.98042, -0.92960], [0.99072, 0.25225, -0.38214], [0.42580, 1.15906, -1.20925], [0.45454, 2.53824, -1.06643], [-0.18469, 3.27914, -2.03021], [-0.84241, 2.67140, -3.11456], [-0.86189, 1.29054, -3.27062], [-0.20807, 0.52199, -2.29282], [0.01120, -0.88311, -2.09036], [-0.41893, -2.01486, -2.94871], [-1.53814, 0.65162, -4.46105], [-2.65455, -0.14148, -4.10303], [-1.88703, 1.71817, -5.50781], [-2.39663, 3.02412, -4.88683], [-3.72067, 2.84422, -4.12961], [-2.56367, 4.08621, -5.97441], [-1.41851, 3.54369, -3.98621], [-0.81905, -0.83084, 4.13984], [-0.56795, -0.07791, 5.71925], [-1.80382, -1.32109, 5.51481], [-0.04608, -3.01931, 5.03816], [0.12085, -2.32290, 6.64644], [1.57082, -0.71672, 7.08008], [2.03621, 0.24975, 5.66892], [4.23581, -0.93674, 5.60419], [3.71408, -1.97859, 6.92658], [3.95326, -0.24665, 7.20060], [2.99200, -1.36604, 3.87042], [1.36382, -0.80568, 3.45358], [2.11227, -3.75475, 3.70025], [0.67452, -3.08866, 2.91244], [3.54262, -2.70373, 1.93920], [2.34992, -3.83750, 1.25383], [2.06022, -0.90605, 1.14645], [0.95718, 3.00209, -0.23355], [-0.20098, 4.35601, -1.98345], [-0.30099, -2.94693, -2.40456], [-1.45311, -1.88660, -3.25843], [0.20125, -2.05831, -3.84426], [-0.84709, -0.06687, -4.91659], [-3.28851, 0.39885, -3.61979], [-0.98456, 1.94695, -6.07849], [-2.63385, 1.31459, -6.19216], [-4.15364, 3.81965, -3.91894], [-3.55060, 2.35171, -3.17310], [-4.42819, 2.26872, -4.72061], [-2.82689, 5.03725, -5.51959], [-3.34629, 3.79172, -6.66747], [-1.63274, 4.21406, -6.52014]], "lowdin_charge": [-0.08, -0.25, -0.20, -0.27, -0.09, -0.22, -0.16, -0.18, 0.08, -0.42, 0.07, -0.10, 0.09, -0.20, 0.02, 0.01, -0.21, -0.03, -0.04, -0.10, -0.01, -0.30, -0.02, -0.06, -0.54, 0.00, -0.01, 0.00, 0.06, 0.07, 0.07, 0.10, 0.11, 0.11, 0.12, 0.06, 0.07, 0.07, 0.11, 0.12, 0.12, 0.11, 0.12, 0.12, 0.13, 0.12, 0.12, 0.07, 0.07, 0.09, 0.15, 0.08, 0.13, 0.13, 0.09, 0.09, 0.10, 0.09, 0.09, 0.09]}

ii | {"formula": "C22H32N2O4", "method": "ωB97M-V with the def2-TZVPD basis set", "smiles": "COc1cccc(CNC(=O)[C@H]2CCC(=O)N(CC3CCCCC3)C2)c1OC", "homo_lumo_gap_ha": 0.334, "total_charge": 0, "multiplicity": 1, "elements": ["C", "O", "C", "C", "C", "C", "C", "C", "N", "C", "O", "C", "C", "C", "C", "O", "N", "C", "C", "C", "C", "C", "C", "C", "C", "C", "O", "C", "H", "H", "H", "H", "H", "H", "H", "H", "H", "H", "H", "H", "H", "H", "H", "H", "H", "H", "H", "H", "H", "H", "H", "H", "H", "H", "H", "H", "H", "H", "H", "H"], "positions_angstrom": [[-4.36120, 0.02262, 2.82479], [-3.74944, 0.62580, 1.71157], [-3.31037, -0.17209, 0.68810], [-3.43488, -1.55580, 0.68987], [-2.93939, -2.31541, -0.35444], [-2.29260, -1.70287, -1.40774], [-2.16394, -0.32292, -1.44182], [-1.43920, 0.34737, -2.58551], [-0.38132, 1.21961, -2.12082], [0.89460, 0.81184, -1.99414], [1.30582, -0.23856, -2.44584], [1.82007, 1.84198, -1.32693], [1.14878, 2.61292, -0.18252], [2.19454, 3.01272, 0.85586], [2.75679, 1.74629, 1.47182], [2.84080, 1.57113, 2.67296], [3.10616, 0.82130, 0.55142], [3.69083, -0.42620, 0.99749], [2.76290, -1.65413, 0.91472], [2.83394, -2.38647, -0.42596], [2.00094, -3.66326, -0.35678], [0.54986, -3.31623, -0.04241], [0.45027, -2.55070, 1.27327], [1.30926, -1.29147, 1.21818], [3.12324, 1.16930, -0.85030], [-2.69333, 0.45668, -0.40868], [-2.52398, 1.81562, -0.54034], [-3.47070, 2.70168, 0.01985], [-5.27595, -0.50964, 2.54471], [-4.61441, 0.84274, 3.49523], [-3.67922, -0.66331, 3.33655], [-3.91245, -2.05354, 1.51797], [-3.04705, -3.38833, -0.32957], [-1.89041, -2.29092, -2.21763], [-0.98244, -0.40834, -3.22706], [-2.14093, 0.94957, -3.17182], [-0.70117, 2.03388, -1.62163], [2.09036, 2.54245, -2.12619], [0.40577, 1.98437, 0.31528], [0.64452, 3.50491, -0.56045], [1.75270, 3.61550, 1.64928], [2.99811, 3.58768, 0.38995], [3.95520, -0.25973, 2.04570], [4.60766, -0.61522, 0.42988], [3.10898, -2.35103, 1.68811], [2.43532, -1.75881, -1.22280], [3.87251, -2.63231, -0.66262], [2.05700, -4.19404, -1.30933], [2.39896, -4.32253, 0.41956], [-0.05390, -4.22526, 0.00815], [0.15618, -2.69089, -0.84496], [-0.59137, -2.27964, 1.46217], [0.78822, -3.18770, 2.09466], [0.92718, -0.64157, 0.42824], [1.25306, -0.74898, 2.16406], [3.96978, 1.84228, -1.04744], [3.27213, 0.25920, -1.43335], [-3.31843, 3.65091, -0.49568], [-3.31245, 2.83865, 1.09083], [-4.49217, 2.35702, -0.15323]], "lowdin_charge": [-0.08, -0.11, -0.19, -0.03, -0.08, -0.05, -0.12, -0.10, 0.08, -0.45, 0.05, -0.18, -0.14, -0.08, -0.47, 0.05, -0.05, -0.10, -0.29, -0.17, -0.19, -0.21, -0.19, -0.15, -0.09, -0.14, -0.10, -0.06, 0.10, 0.10, 0.10, 0.10, 0.11, 0.12, 0.12, 0.13, 0.11, 0.16, 0.12, 0.12, 0.12, 0.13, 0.12, 0.13, 0.14, 0.09, 0.12, 0.11, 0.11, 0.11, 0.09, 0.09, 0.11, 0.11, 0.12, 0.13, 0.12, 0.09, 0.09, 0.10]}

Most stable structure: ii

i | {"formula": "C2H3FO2", "method": "ωB97M-V with the def2-TZVPD basis set", "smiles": "C=C=O.OF", "homo_lumo_gap_ha": 0.388, "total_charge": 0, "multiplicity": 1, "elements": ["C", "C", "O", "H", "H", "O", "F", "H"], "positions_angstrom": [[0.91182, 0.38448, -1.13939], [-0.31684, 0.32007, -0.79408], [-1.39933, 0.37577, -0.38960], [1.17461, 1.31365, -1.54704], [1.50555, -0.58924, -1.12292], [-0.51244, -0.44042, 2.04674], [-0.42969, -1.62932, 1.37175], [-0.93368, 0.26502, 1.57453]], "lowdin_charge": [0.02, -0.32, 0.15, 0.05, 0.11, 0.01, -0.08, 0.05]}

ii | {"formula": "C2H3FO2", "method": "ωB97M-V with the def2-TZVPD basis set", "homo_lumo_gap_ha": [0.350, 0.350], "total_charge": 0, "multiplicity": 1, "elements": ["C", "C", "O", "O", "F", "H", "H", "H"], "positions_angstrom": [[0.49901, -0.50619, -0.17425], [-0.95281, 0.01629, 0.01218], [1.53279, 0.16145, 0.11145], [1.71001, 1.46770, 0.37923], [0.80508, -1.79657, -0.35425], [-1.61066, -0.74804, 0.37856], [-1.23832, 0.50646, -0.96116], [-0.74510, 0.89890, 0.60825]], "lowdin_charge": [-0.28, 0.06, -0.04, -0.14, 0.13, 0.08, 0.11, 0.08]}

iii | {"formula": "C2H3FO2", "method": "ωB97M-V with the def2-TZVPD basis set", "smiles": "O[C@@]1(F)CO1", "homo_lumo_gap_ha": 0.426, "total_charge": 0, "multiplicity": 1, "elements": ["O", "C", "F", "C", "O", "H", "H", "H"], "positions_angstrom": [[-0.62695, -1.29840, -0.10278], [-0.46751, 0.08972, -0.09947], [-1.52122, 0.67417, 0.40853], [0.90535, 0.42651, 0.19735], [0.41668, 0.66581, -1.01813], [-1.45053, -1.43219, -0.54640], [1.17193, 1.33046, 0.84799], [1.57226, -0.45609, 0.31290]], "lowdin_charge": [0.10, -0.60, 0.16, -0.14, 0.09, 0.09, 0.15, 0.13]}

Most stable structure: iii

i | {"formula": "C2H3FO2", "method": "ωB97M-V with the def2-TZVPD basis set", "smiles": "O[C@@]1(F)CO1", "homo_lumo_gap_ha": 0.415, "total_charge": 0, "multiplicity": 1, "elements": ["O", "C", "F", "C", "O", "H", "H", "H"], "positions_angstrom": [[0.71888, 1.39507, -0.28891], [0.44455, 0.09975, -0.26638], [1.52300, -0.72871, 0.03784], [-0.83034, -0.56757, 0.18515], [-0.30527, -0.48588, -1.15891], [0.97637, 1.77495, 0.55940], [-0.90084, -1.65808, 0.61565], [-1.62637, 0.17047, 0.31615]], "lowdin_charge": [0.16, -0.70, 0.05, 0.01, 0.08, 0.14, 0.16, 0.11]}

ii | {"formula": "C2H3FO2", "method": "ωB97M-V with the def2-TZVPD basis set", "smiles": "C=C=O.OF", "homo_lumo_gap_ha": 0.362, "total_charge": 0, "multiplicity": 1, "elements": ["C", "C", "O", "H", "H", "O", "F", "H"], "positions_angstrom": [[-0.74194, 0.08596, 0.54784], [-1.19239, 0.73191, -0.51348], [-1.42519, 1.29346, -1.51255], [-1.39009, 0.34931, 1.23606], [0.16203, -0.35256, 0.73031], [1.68428, 0.19450, 1.83558], [2.16852, 1.40839, 1.63723], [1.80532, -0.38272, 1.01774]], "lowdin_charge": [0.04, -0.22, 0.16, 0.02, 0.00, -0.06, -0.07, 0.13]}

Most stable structure: i

i | {"formula": "C5H10N2O2S", "method": "ωB97M-V with the def2-TZVPD basis set", "smiles": "C=CS(=O)(=O)CC/C=N\\N", "homo_lumo_gap_ha": 0.346, "total_charge": 0, "multiplicity": 1, "elements": ["C", "C", "S", "O", "O", "C", "C", "C", "N", "N", "H", "H", "H", "H", "H", "H", "H", "H", "H", "H"], "positions_angstrom": [[0.73982, 2.59847, -2.35406], [0.36787, 2.03579, -1.21833], [1.25488, 1.89201, 0.36443], [0.41882, 2.43335, 1.40318], [2.59118, 2.38924, 0.26643], [1.38776, 0.09182, 0.67518], [0.16666, -0.57316, 1.21059], [-0.85296, -0.71910, 0.11419], [-1.79215, -1.57778, 0.05131], [-2.06205, -2.40966, 1.01620], [0.27845, 2.75953, -3.31500], [1.83616, 2.85020, -2.28855], [-0.72085, 1.72806, -0.97734], [2.15186, 0.03689, 1.33428], [1.76299, -0.37710, -0.33066], [0.32840, -1.64473, 1.65690], [-0.31017, 0.12386, 1.99742], [-0.77444, 0.08132, -0.69795], [-1.34257, -2.72487, 1.83128], [-2.78079, -3.08555, 0.71627]], "lowdin_charge": [0.02, -0.26, 0.64, -0.31, -0.31, -0.26, -0.23, -0.21, -0.10, -0.04, 0.07, 0.08, 0.10, 0.05, 0.16, 0.13, 0.14, 0.08, 0.15, 0.10]}

ii | {"formula": "C5H10N2O2S", "method": "ωB97M-V with the def2-TZVPD basis set", "homo_lumo_gap_ha": [0.275, 0.275], "total_charge": 0, "multiplicity": 1, "elements": ["C", "C", "C", "C", "C", "N", "N", "O", "O", "S", "H", "H", "H", "H", "H", "H", "H", "H", "H", "H"], "positions_angstrom": [[0.92823, -0.65143, -1.23868], [-1.33020, 1.80936, -1.16382], [0.36644, -1.84681, -1.98433], [1.66171, 1.54256, 0.57669], [-1.80698, -0.43225, 2.43175], [0.60451, 0.71512, 1.09714], [0.24254, -0.34201, 0.48182], [-0.46391, 2.38094, -1.64271], [-2.22164, 1.35832, -0.62362], [-1.04772, -1.25409, 0.91481], [2.09436, -0.76588, -0.92745], [-0.50875, -1.59573, -2.76848], [1.11412, -2.15057, -2.71841], [0.25250, -2.74574, -1.36354], [1.76771, 2.56454, 0.88530], [2.51944, 1.03276, 0.86079], [1.67891, 1.44170, -0.44162], [-2.29647, -1.24373, 2.87121], [-2.63462, 0.19789, 1.94398], [-0.92019, -0.01495, 2.80917]], "lowdin_charge": [-0.11, -0.48, -0.25, -0.11, -0.28, -0.06, -0.50, 0.21, 0.19, 0.90, 0.08, 0.10, 0.05, 0.04, 0.09, 0.06, 0.01, 0.00, 0.06, -0.01]}

Most stable structure: i